The following is a DFT calculation (the ωB97M-V functional and the def2-TZVPD basis) of a structure of composition C34H34N7O2Pb.

Its strongest force on any atom is 6.12 eV Å⁻¹. As for the charge: +1. Its LUMO energy is -4.047 eV. For the highest occupied orbital energy, the calculation gives -10.1 eV. The orbital gap comes out at 0.221 hartree.

Atoms and positions in Å:
Pb  0.143  -0.385  0.132
C  -1.579  -2.860  -2.505
C  -0.784  -3.914  -1.721
C  0.026  -3.430  -0.515
N  0.737  -2.216  -0.817
C  1.877  -2.139  -1.403
C  2.757  -3.318  -1.669
C  3.558  -3.535  -2.717
C  3.679  -2.695  -3.874
C  3.511  -1.370  -3.890
C  3.184  -0.517  -2.775
C  2.427  -0.753  -1.684
N  1.990  0.087  -0.704
C  2.810  1.256  -0.419
C  2.059  2.519  -0.818
C  0.780  2.730  -0.010
N  -0.225  1.682  -0.172
C  -1.102  1.796  -1.116
C  -1.020  2.748  -2.270
C  -2.000  3.512  -2.764
C  -3.330  3.607  -2.233
C  -3.988  2.605  -1.643
C  -3.505  1.261  -1.428
C  -2.262  0.826  -1.133
N  -1.777  -0.382  -0.769
C  -2.723  -1.483  -0.593
C  -2.870  -2.340  -1.855
H  -1.878  -3.333  -3.450
H  -0.933  -2.025  -2.798
H  -0.080  -4.372  -2.428
H  -1.456  -4.719  -1.401
H  0.687  -4.234  -0.174
H  -0.635  -3.250  0.336
H  2.714  -4.059  -0.882
H  4.128  -4.457  -2.743
H  3.938  -3.198  -4.800
H  3.633  -0.840  -4.829
H  3.493  0.515  -2.925
H  3.803  1.263  -0.884
H  3.017  1.304  0.659
H  1.858  2.502  -1.892
H  2.716  3.380  -0.642
H  0.363  3.719  -0.238
H  1.037  2.775  1.056
H  -0.042  2.759  -2.730
H  -1.774  4.148  -3.612
H  -3.824  4.565  -2.350
H  -5.002  2.774  -1.292
H  -4.298  0.520  -1.416
H  -3.720  -1.174  -0.254
H  -2.383  -2.129  0.223
H  -3.406  -1.752  -2.612
H  -3.519  -3.194  -1.623
O  -2.435  2.199  6.276
N  -1.213  2.033  6.233
O  -0.459  2.291  7.184
C  -0.589  1.501  4.998
C  0.805  1.345  5.035
C  1.490  0.852  3.927
C  2.884  0.695  3.964
C  3.557  0.204  2.856
C  2.809  -0.115  1.745
N  1.468  0.026  1.683
C  0.792  0.504  2.754
C  -0.600  0.657  2.707
N  -1.215  0.306  1.555
C  -2.548  0.424  1.432
C  -3.350  0.893  2.438
C  -2.738  1.259  3.632
C  -1.328  1.157  3.823
H  1.372  1.605  5.929
H  3.453  0.954  4.854
H  4.633  0.074  2.859
H  3.273  -0.504  0.843
H  -2.956  0.119  0.473
H  -4.423  0.975  2.307
H  -3.405  1.626  4.405
H  -0.084  -1.863  1.154